Record 1
ORCA calculation (ωB97M-V/def2-TZVPD) on C22H37O2PbSi as an isolated structure.

Its net charge is -1. Its HOMO-LUMO gap is 4.0295 eV. As for the HOMO energy: -2.0 eV. For the relative energy (zero: lowest compared OMol25 entry of this formula, charge and spin), the calculation gives 0.000 eV. Its spin multiplicity is 1.

Element x y z (Å)
O (0.68033, 0.33784, -7.25648)
C (0.45594, 1.61302, -7.98106)
C (0.33025, 0.96938, -9.34328)
H (1.30635, 2.29945, -7.86796)
H (-0.47038, 2.10342, -7.65412)
C (0.51242, -0.33404, -8.54010)
H (1.13118, 1.21248, -10.03762)
H (-0.66886, 1.04740, -9.77184)
C (1.71779, -1.13557, -8.97910)
H (2.63710, -0.54771, -8.95870)
H (1.57008, -1.45772, -10.01962)
H (1.81022, -2.03244, -8.36272)
C (-0.74322, -1.17029, -8.58904)
H (-1.62513, -0.60246, -8.28021)
H (-0.63841, -2.05409, -7.95581)
H (-0.91606, -1.50515, -9.61948)
Pb (0.41076, 0.27629, -0.72135)
C (-2.05450, -0.39554, 1.29756)
C (-1.99064, 1.00929, 1.49344)
C (-2.30045, 1.64181, 0.25520)
H (-1.80953, 1.51090, 2.44262)
C (-2.54195, 0.62367, -0.71424)
C (-2.39534, -0.64211, -0.06288)
H (-2.58250, -1.62186, -0.50680)
H (-1.91997, -1.14824, 2.07458)
H (-2.38749, 2.71865, 0.09334)
H (-2.86383, 0.78551, -1.74589)
C (1.41842, -1.68109, 1.67216)
C (0.57019, -2.39265, 0.78288)
C (1.17310, -2.39588, -0.50465)
H (-0.34544, -2.91301, 1.06661)
C (2.40340, -1.65257, -0.41348)
C (2.54609, -1.21325, 0.93620)
H (3.40117, -0.68158, 1.35390)
H (1.26376, -1.56542, 2.74356)
H (0.81248, -2.93693, -1.38425)
H (3.13866, -1.52129, -1.20963)
O (0.89137, 1.01494, -3.35879)
C (-0.05246, 0.10504, -4.02486)
C (-0.95965, 0.96818, -4.89196)
H (-0.61298, -0.48220, -3.26994)
H (0.52436, -0.60486, -4.64137)
C (-0.00252, 2.11322, -5.21078)
H (-1.81254, 1.37092, -4.32438)
H (-1.36791, 0.42680, -5.75503)
C (0.71003, 2.35370, -3.90662)
H (-0.43657, 2.97993, -5.70869)
H (0.74762, 1.66186, -5.86219)
H (0.09114, 2.99250, -3.24274)
H (1.70106, 2.81521, -4.02204)
C (3.12644, 2.43217, 0.25206)
Si (1.41969, 2.26545, 1.01737)
C (1.45983, 1.68353, 2.80067)
C (0.34640, 3.79765, 0.81395)
H (3.74867, 1.54060, 0.43343)
H (3.62256, 3.30541, 0.70850)
H (3.06980, 2.59500, -0.83853)
H (2.00132, 2.43622, 3.39580)
H (0.44266, 1.58115, 3.20599)
H (1.97385, 0.72028, 2.92011)
H (0.87012, 4.65767, 1.26125)
H (0.15470, 4.01934, -0.24844)
H (-0.62339, 3.68052, 1.31970)

---

Record 2
ORCA calculation (ωB97M-V/def2-TZVPD) on C27H21F6N7O5PrS3 as an isolated structure.

Its net charge is +1. Its HOMO-LUMO gap (alpha / beta) is 7.8917 / 7.9272 eV. As for the HOMO energy (alpha / beta): -10.5 / -10.5 eV. The expectation value of S² is 2.002. For the relative energy (zero: lowest compared OMol25 entry of this formula, charge and spin), the calculation gives 0.000 eV. Its spin multiplicity is 3.

Element x y z (Å)
Pr (0.04983, 0.68186, -0.49864)
F (1.06688, 4.96878, 2.68916)
C (0.81516, 3.70816, 2.98584)
F (-0.00817, 3.63635, 4.01845)
F (1.94399, 3.07827, 3.26713)
S (-0.01437, 2.90189, 1.54160)
O (-0.12905, 1.49426, 1.91217)
O (-1.20386, 3.62645, 1.24486)
N (1.09938, 2.94646, 0.34347)
S (0.71651, 3.71720, -1.05748)
O (-0.11349, 2.72755, -1.78217)
O (0.30757, 5.06862, -0.99447)
C (2.36420, 3.68706, -1.90633)
F (2.16892, 4.19710, -3.11178)
F (3.22206, 4.42207, -1.22747)
F (2.81968, 2.44862, -2.01510)
N (-2.61752, -0.52125, 1.75781)
C (-1.99822, -1.64679, 1.23004)
C (-2.22924, -2.88387, 1.84894)
C (-1.63196, -4.00463, 1.32210)
C (-0.82934, -3.89106, 0.18735)
C (-0.63958, -2.63536, -0.34406)
N (-1.18534, -1.52272, 0.18197)
C (-3.10666, 0.60277, 1.09704)
C (-4.10739, 1.34850, 1.74119)
C (-4.62753, 2.44945, 1.10699)
C (-4.16676, 2.79535, -0.16731)
C (-3.17980, 2.01113, -0.70574)
N (-2.62681, 0.94339, -0.09509)
H (-3.08105, -0.69723, 2.63574)
H (-2.88236, -2.94798, 2.70810)
H (-1.80465, -4.96796, 1.78264)
H (-0.37042, -4.75122, -0.27661)
H (0.00318, -2.47506, -1.20206)
H (-4.46075, 1.04811, 2.71834)
H (-5.39448, 3.03559, 1.59515)
H (-4.54589, 3.64656, -0.70948)
H (-2.76143, 2.24414, -1.67937)
S (2.50074, -1.49835, -4.19971)
C (3.64389, -1.34429, -2.94537)
C (3.07764, -0.86311, -1.79715)
C (1.67433, -0.58668, -1.88970)
C (1.25159, -0.90472, -3.16436)
C (-0.12840, -0.78423, -3.63053)
C (-0.53417, -1.15286, -4.91361)
C (-1.86810, -1.06437, -5.25155)
C (-2.77865, -0.62296, -4.30252)
C (-2.29961, -0.26365, -3.05755)
N (-1.00550, -0.32162, -2.71696)
H (4.67309, -1.61897, -3.11124)
H (3.66862, -0.71682, -0.90297)
H (0.18873, -1.51014, -5.63304)
H (-2.19648, -1.34896, -6.24213)
H (-3.83604, -0.55800, -4.51140)
H (-2.97851, 0.06233, -2.28566)
N (1.65053, -4.08934, 3.13330)
C (2.48395, -3.13731, 3.64185)
O (3.05395, -3.25412, 4.70287)
C (2.63877, -1.88611, 2.81923)
C (3.77497, -1.10971, 3.00588)
C (3.92408, 0.04182, 2.25378)
C (2.92315, 0.38144, 1.35631)
N (1.81166, -0.34206, 1.19083)
C (1.68288, -1.45608, 1.91261)
H (1.62955, -4.96927, 3.62351)
H (1.43043, -4.09144, 2.15222)
H (4.51007, -1.42308, 3.73484)
H (4.79315, 0.67613, 2.34879)
H (3.01500, 1.27829, 0.75425)
H (0.76342, -2.01231, 1.78230)

---

Record 3
ORCA calculation (ωB97M-V/def2-TZVPD) on C21H16AuN3OS5 as an isolated structure.

Its net charge is -1. Its HOMO-LUMO gap (alpha / beta) is 5.0867 / 5.5046 eV. As for the HOMO energy (alpha / beta): -3.8 / -4.2 eV. The expectation value of S² is 0.766. For the relative energy (zero: lowest compared OMol25 entry of this formula, charge and spin), the calculation gives 1.952 eV. Its spin multiplicity is 2.

Element x y z (Å)
Au (-0.03001, -0.93626, 0.57635)
S (4.99028, -6.13717, 0.32359)
C (3.94414, -4.85101, 0.39871)
S (3.10757, -4.38084, 1.81943)
C (2.26334, -2.98534, 1.17687)
C (2.48042, -2.72066, -0.13103)
S (1.75493, -1.50654, -1.14144)
S (3.57133, -3.83521, -0.93326)
S (1.18357, -2.18443, 2.29124)
O (-1.93993, 0.33471, 0.60522)
N (-1.65394, 1.60686, 0.76298)
C (-2.01780, 2.25447, 1.80972)
C (-1.75679, 3.67503, 1.98689)
C (-1.06597, 4.36335, 1.08269)
C (-0.49086, 3.70448, -0.12238)
C (-0.83627, 2.20910, -0.29342)
H (-2.55538, 1.66801, 2.54194)
H (-2.13685, 4.13522, 2.88766)
H (-0.86475, 5.41734, 1.22927)
H (-0.70780, 4.29206, -1.01506)
H (-1.29399, 1.91401, -1.23519)
N (2.39916, 6.11377, 1.69291)
C (2.07884, 5.01177, 1.52627)
C (1.69515, 3.67337, 1.31470)
C (1.84935, 2.69192, 2.28845)
C (1.46263, 1.37000, 2.05738)
N (0.94742, 0.92342, 0.91972)
C (0.67775, 1.82902, -0.15313)
C (1.03795, 3.33625, 0.01282)
H (2.29877, 2.93991, 3.23998)
H (1.61382, 0.61629, 2.82195)
H (1.05673, 1.39604, -1.08189)
H (1.61268, 3.72374, -0.82963)
C (-1.20290, -2.58048, 0.27583)
C (-1.53027, -2.71865, -1.16872)
C (-0.86228, -3.64273, -1.97137)
C (-1.16261, -3.75640, -3.31743)
C (-2.13517, -2.94441, -3.88873)
C (-2.80685, -2.02116, -3.10031)
C (-2.50843, -1.91189, -1.74947)
H (-0.72592, -3.45962, 0.69682)
H (-2.07813, -2.30020, 0.86623)
H (-0.08362, -4.25588, -1.53346)
H (-0.62610, -4.47215, -3.92761)
H (-2.36486, -3.03004, -4.94359)
H (-3.56682, -1.38469, -3.53758)
H (-3.02150, -1.18435, -1.13091)

---

Record 4
ORCA calculation (ωB97M-V/def2-TZVPD) on one molecule with the formula C3H5F3.

Its net charge is 0. Its HOMO-LUMO gap is 13.0670 eV. As for the HOMO energy: -12.0 eV. For the relative energy (zero: lowest compared OMol25 entry of this formula, charge and spin), the calculation gives 2.521 eV. Its spin multiplicity is 1.

Element x y z (Å)
C (-0.30510, -0.94121, 1.09334)
C (0.53628, -0.13759, 0.13464)
C (-0.42502, 0.63758, -0.66534)
H (-0.81170, -0.01819, 1.46570)
H (-0.06148, -1.87583, 1.62911)
H (1.31674, -0.71632, -0.43090)
H (-1.33958, 0.18491, -1.11198)
H (-0.62280, 1.42599, 0.12496)
F (-1.15805, -1.60245, 0.16472)
F (1.42760, 0.60435, 0.96040)
F (0.02844, 1.40330, -1.68653)